Below is the molecule C23H24N4O2, with properties calculated with wB97M-V/def2-TZVPD.

```
53
Properties=species:S:1:pos:R:3
C 5.319 1.565 0.602
H 5.819 1.622 1.567
H 4.275 1.307 0.768
H 5.360 2.540 0.126
C 5.990 0.526 -0.294
N 5.968 -0.780 0.315
C 5.140 -1.828 0.055
N 5.375 -2.837 0.858
C 6.389 -2.445 1.669
C 6.768 -1.173 1.351
H 7.525 -0.534 1.756
H 6.778 -3.099 2.422
C 4.095 -1.842 -1.008
N 2.962 -0.999 -0.677
C 2.714 0.165 -1.318
O 3.419 0.577 -2.223
C 1.526 0.923 -0.823
C 0.412 0.286 -0.294
C -0.638 1.090 0.120
C -0.564 2.494 0.003
C 0.538 3.132 -0.534
C 1.574 2.318 -0.948
H 2.458 2.749 -1.391
H 0.580 4.204 -0.628
O -1.727 3.001 0.482
C -2.447 1.909 0.862
N -1.860 0.779 0.672
C -3.789 2.126 1.458
H -4.247 2.989 0.969
H -3.654 2.380 2.514
C -4.675 0.888 1.334
H -5.583 1.036 1.921
H -4.138 0.030 1.739
C -5.054 0.599 -0.123
C -5.861 -0.665 -0.210
C -5.223 -1.898 -0.228
C -5.955 -3.070 -0.273
C -7.339 -3.024 -0.297
C -7.984 -1.800 -0.277
C -7.249 -0.628 -0.231
H -7.758 0.325 -0.217
H -9.064 -1.757 -0.297
H -7.913 -3.938 -0.334
H -5.447 -4.023 -0.290
H -4.143 -1.933 -0.210
H -5.625 1.438 -0.524
H -4.138 0.489 -0.706
H 0.329 -0.786 -0.228
H 2.416 -1.262 0.127
H 4.492 -1.475 -1.959
H 3.758 -2.876 -1.126
H 5.470 0.483 -1.254
H 7.032 0.807 -0.471
```

Results
SMILES string   CCn1ccnc1CNC(=O)c1ccc2oc(CCCc3ccccc3)nc2c1
Net charge   0
Calculated total energy   -1260.40914 a.u.
Relative energy (zero: lowest compared OMol25 entry of this formula, charge and spin)   57.8 kJ/mol
Largest force on an atom   1.3 eV/Å
Kohn-Sham gap   9.22 eV
HOMO energy   -8.6 eV


Below is the molecule C23H24N4O3S, with properties calculated with wB97M-V/def2-TZVPD.

```
55
Properties=species:S:1:pos:R:3
C 3.452 3.373 0.714
H 2.818 3.076 -0.118
H 4.451 3.576 0.337
H 3.049 4.279 1.158
C 3.504 2.259 1.758
N 4.106 1.084 1.206
C 3.420 0.121 0.792
N 3.965 -1.006 0.245
C 3.107 -1.999 -0.162
O 3.471 -3.040 -0.666
C 1.711 -1.621 0.097
C 0.692 -2.408 -0.300
C -0.718 -2.190 -0.182
C -1.627 -2.616 -1.128
N -2.887 -2.223 -0.805
C -2.831 -1.529 0.382
C -3.859 -0.935 1.103
C -3.530 -0.335 2.299
C -2.218 -0.349 2.775
C -1.196 -0.930 2.058
C -1.487 -1.500 0.820
H -0.195 -0.950 2.454
H -2.003 0.107 3.730
H -4.301 0.140 2.885
H -4.876 -0.943 0.742
C -4.037 -2.251 -1.664
H -4.889 -2.717 -1.161
H -3.806 -2.822 -2.567
C -4.437 -0.810 -2.040
O -5.581 -0.426 -2.033
N -3.374 -0.045 -2.375
H -2.451 -0.448 -2.292
C -3.408 1.406 -2.318
C -2.692 1.866 -1.088
C -1.376 1.774 -0.733
C -1.287 2.270 0.588
C -2.553 2.618 0.939
O -3.409 2.372 -0.064
H -2.959 3.037 1.838
H -0.402 2.343 1.185
H -0.569 1.407 -1.334
H -2.939 1.812 -3.220
H -4.456 1.709 -2.277
H -1.437 -3.162 -2.034
H 0.994 -3.296 -0.845
S 1.623 -0.036 0.834
C 5.399 -1.129 0.075
C 5.893 -0.290 -1.096
H 5.672 0.759 -0.917
H 5.411 -0.606 -2.018
H 6.967 -0.410 -1.204
H 5.876 -0.802 1.001
H 5.595 -2.189 -0.099
H 2.487 2.051 2.125
H 4.129 2.572 2.599
```

Results
SMILES string   CC/N=C1\S/C(=C\c2cn(CC(=O)NCc3ccco3)c3ccccc23)C(=O)N1CC
Net charge   0
Calculated total energy   -1733.80819 a.u.
Relative energy (zero: lowest compared OMol25 entry of this formula, charge and spin)   143.5 kJ/mol
Largest force on an atom   1.0 eV/Å
Kohn-Sham gap   7.90 eV
HOMO energy   -7.9 eV


Below is the molecule C23H24N4O3S, with properties calculated with wB97M-V/def2-TZVPD.

```
55
Properties=species:S:1:pos:R:3
C 4.342 3.009 3.216
C 3.032 3.233 2.491
O 2.812 4.194 1.795
N 2.137 2.222 2.724
C 0.869 2.036 2.182
C 0.232 2.995 1.396
C -0.981 2.712 0.806
C -1.610 1.486 1.017
C -1.017 0.574 1.893
C 0.214 0.832 2.450
H 0.684 0.097 3.089
H -1.528 -0.353 2.105
C -2.849 1.070 0.332
O -3.638 0.294 0.828
C -3.029 1.559 -1.094
H -2.421 2.422 -1.347
H -4.083 1.719 -1.318
S -2.521 0.204 -2.212
C -0.806 0.194 -1.883
N -0.149 1.229 -1.445
C 1.139 0.790 -1.266
C 2.264 1.468 -0.812
C 3.440 0.754 -0.724
C 3.514 -0.593 -1.083
C 2.411 -1.282 -1.548
C 1.224 -0.573 -1.630
N -0.047 -0.934 -2.027
C -0.435 -2.211 -2.563
H -1.497 -2.173 -2.820
H 0.147 -2.420 -3.468
C -0.148 -3.350 -1.571
O 0.736 -4.160 -1.780
N -0.911 -3.383 -0.472
C -2.002 -2.494 -0.123
H -1.614 -1.495 0.103
C -2.614 -3.125 1.125
H -3.363 -3.864 0.841
C -1.419 -3.819 1.775
C -0.671 -4.373 0.568
H -1.078 -5.341 0.255
H 0.403 -4.489 0.723
H -0.798 -3.091 2.300
H -1.711 -4.599 2.474
H -3.088 -2.380 1.760
H -2.728 -2.407 -0.934
H 2.468 -2.322 -1.827
H 4.459 -1.108 -1.000
H 4.334 1.252 -0.375
H 2.210 2.511 -0.547
H -1.445 3.469 0.195
H 0.710 3.945 1.226
H 2.463 1.457 3.299
H 5.009 3.842 3.014
H 4.807 2.088 2.871
H 4.173 2.938 4.288
```

Results
SMILES string   CC(=O)Nc1ccc(C(=O)CSc2nc3ccccc3n2CC(=O)N2CCCC2)cc1
Net charge   0
Calculated total energy   -1733.85365 a.u.
Relative energy (zero: lowest compared OMol25 entry of this formula, charge and spin)   24.1 kJ/mol
Largest force on an atom   0.8 eV/Å
Kohn-Sham gap   8.16 eV
HOMO energy   -8.1 eV


Below is the molecule C23H24N4O4, with properties calculated with wB97M-V/def2-TZVPD.

```
55
Properties=species:S:1:pos:R:3
C 4.869 4.100 5.834
H 4.774 5.191 5.829
O 4.968 3.582 4.531
C 3.929 3.784 3.675
C 2.765 4.469 3.977
C 1.761 4.617 3.027
C 1.918 4.094 1.761
C 3.084 3.399 1.447
C 4.088 3.233 2.383
O 5.255 2.568 2.168
C 5.459 1.965 0.915
H 5.482 2.707 0.109
H 6.429 1.476 0.979
H 4.690 1.216 0.697
H 3.188 2.985 0.456
C 0.830 4.226 0.718
C 0.219 2.890 0.511
N -0.823 2.426 1.112
C -0.966 1.141 0.646
C -1.892 0.147 0.935
C -1.762 -1.057 0.274
C -0.739 -1.287 -0.656
C 0.209 -0.307 -0.933
C 0.074 0.896 -0.276
O 0.821 2.027 -0.349
H 1.005 -0.504 -1.634
C -0.583 -2.580 -1.385
O 0.482 -2.946 -1.843
N -1.714 -3.322 -1.504
H -2.603 -2.918 -1.252
C -1.749 -4.529 -2.290
H -0.715 -4.856 -2.419
H -2.313 -5.294 -1.747
C -2.387 -4.286 -3.670
N -3.740 -3.822 -3.536
C -4.876 -4.569 -3.436
N -5.922 -3.817 -3.216
C -5.467 -2.537 -3.162
C -4.118 -2.516 -3.353
H -3.414 -1.710 -3.396
H -6.139 -1.720 -2.991
C -4.906 -6.046 -3.581
H -5.935 -6.377 -3.479
H -4.299 -6.532 -2.818
H -4.534 -6.346 -4.561
H -2.375 -5.213 -4.246
H -1.806 -3.529 -4.203
H -2.457 -1.849 0.512
H -2.676 0.319 1.653
H 0.059 4.913 1.061
H 1.253 4.575 -0.226
H 0.859 5.146 3.289
H 2.619 4.894 4.957
H 5.797 3.822 6.331
H 4.023 3.665 6.378
```

Results
SMILES string   COc1ccc(Cc2nc3ccc(C(=O)NCCn4ccnc4C)cc3o2)cc1OC
Net charge   0
Calculated total energy   -1410.85475 a.u.
Relative energy (zero: lowest compared OMol25 entry of this formula, charge and spin)   254.8 kJ/mol
Largest force on an atom   1.4 eV/Å
Kohn-Sham gap   8.60 eV
HOMO energy   -8.1 eV